Record 1
{
  "formula": "C21H17Cl4I2N4O4Ru",
  "method": "ωB97M-V with the def2-TZVPD basis set",
  "gap_ev": [3.7, 6.3],
  "charge": -2,
  "spin_multiplicity": 6,
  "lumo_ev": [3.64, 3.63],
  "species": ["Ru", "I", "C", "C", "C", "I", "C", "O", "C", "C", "N", "C", "C", "C", "C", "C", "C", "N", "C", "H", "H", "H", "H", "H", "H", "H", "H", "H", "H", "H", "Cl", "C", "C", "Cl", "C", "Cl", "C", "O", "C", "O", "C", "Cl", "N", "C", "N", "O", "H", "H", "H", "H", "C", "H", "H"],
  "positions_angstrom": [[-1.248, -0.168, -0.562], [0.581, 6.565, 1.585], [0.587, 4.656, 0.677], [1.453, 4.474, -0.421], [1.388, 3.245, -1.100], [2.506, 3.011, -2.854], [0.568, 2.193, -0.711], [0.414, 1.114, -1.380], [-0.187, 2.303, 0.606], [-2.407, 1.571, 1.672], [-1.732, 0.940, 2.802], [-1.555, -0.513, 2.699], [-0.193, -0.949, 2.241], [0.722, -1.441, 3.126], [1.990, -1.918, 2.701], [2.265, -1.787, 1.308], [1.325, -1.276, 0.467], [0.075, -0.863, 0.881], [-0.233, 3.698, 1.164], [2.104, 5.265, -0.758], [-3.353, 1.060, 1.424], [-2.678, 2.586, 1.992], [-2.244, 1.149, 3.647], [-2.316, -0.948, 2.029], [-1.721, -0.948, 3.687], [0.442, -1.485, 4.173], [2.735, -2.263, 3.405], [3.221, -2.085, 0.893], [1.517, -1.169, -0.593], [-0.877, 3.893, 2.011], [-5.089, -1.765, -6.001], [-3.915, -1.851, -4.725], [-3.036, -2.916, -4.653], [-3.094, -4.183, -5.840], [-2.093, -2.972, -3.618], [-0.985, -4.299, -3.493], [-2.011, -1.971, -2.656], [-1.149, -1.980, -1.666], [-2.922, -0.873, -2.731], [-2.847, 0.045, -1.794], [-3.855, -0.836, -3.760], [-4.952, 0.506, -3.812], [-0.176, -4.645, 2.607], [-1.027, -4.432, 1.517], [-0.388, -4.069, 0.374], [-2.230, -4.635, 1.600], [0.593, -3.986, 2.673], [-0.718, -4.668, 3.458], [0.552, -3.709, 0.462], [-0.924, -3.589, -0.341], [-1.561, 1.630, 0.412], [-2.125, 2.206, -0.336], [0.367, 1.672, 1.321]],
  "lowdin_spin": [2.537, 0.000, 0.037, 0.274, 0.097, 0.001, 0.135, 0.251, 0.057, 0.022, 0.011, 0.032, 0.134, 0.062, 0.305, 0.076, 0.121, 0.266, 0.212, 0.020, 0.004, 0.002, 0.001, 0.012, 0.003, -0.002, 0.028, 0.000, 0.006, 0.015, 0.001, 0.005, 0.006, 0.001, 0.008, 0.002, 0.004, 0.075, 0.004, 0.090, 0.008, 0.002, 0.005, 0.001, 0.001, 0.001, 0.008, 0.000, 0.002, 0.000, 0.021, 0.007, 0.028]
}

=====

Record 2
{
  "formula": "C8H11O2",
  "method": "ωB97M-V with the def2-TZVPD basis set",
  "gap_ev": [5.5, 4.4],
  "charge": -1,
  "spin_multiplicity": 3,
  "lumo_ev": [3.28, 1.62],
  "species": ["C", "C", "C", "C", "C", "C", "C", "C", "O", "O", "H", "H", "H", "H", "H", "H", "H", "H", "H", "H", "H"],
  "positions_angstrom": [[-1.741, -0.198, -1.658], [2.133, 0.139, -0.839], [-1.953, -1.417, -1.717], [1.898, -0.418, 0.334], [0.668, -1.303, 0.356], [2.711, 0.064, 1.542], [-2.507, 1.273, 0.260], [-1.509, 1.085, -0.901], [2.652, 0.692, -1.766], [-2.123, -2.650, -1.883], [0.399, -1.418, 1.379], [0.766, -2.330, 0.069], [-0.151, -0.853, -0.337], [3.203, 1.038, 1.324], [3.594, -0.519, 1.632], [2.012, 0.032, 2.463], [-2.056, 1.764, 1.187], [-2.595, 0.268, 0.712], [-3.403, 1.756, -0.026], [-0.427, 1.025, -0.469], [-1.570, 1.971, -1.664]],
  "lowdin_spin": [0.051, 0.599, 0.026, 0.510, 0.111, 0.098, 0.001, 0.007, 0.467, 0.029, 0.008, 0.023, 0.020, 0.007, 0.024, 0.014, 0.000, 0.000, 0.000, 0.005, 0.001]
}

=====

Record 3
{
  "formula": "C2H4ClF",
  "method": "ωB97M-V with the def2-TZVPD basis set",
  "gap_ev": 9.4,
  "lumo_ev": -0.56,
  "species": ["C", "C", "F", "Cl", "H", "H", "H", "H"],
  "positions_angstrom": [[1.142, 0.210, 0.229], [-1.725, -0.515, -0.653], [-1.431, -1.624, 0.094], [-2.255, 0.782, 0.215], [1.685, 1.053, -0.258], [0.278, 0.737, 0.772], [0.733, 0.097, -0.802], [1.571, -0.740, 0.402]],
  "nbo_charge": [-0.908, 0.277, -0.340, 0.060, 0.232, 0.218, 0.223, 0.238]
}

=====

Record 4
{
  "formula": "C2H12NO2S",
  "method": "ωB97M-V with the def2-TZVPD basis set",
  "gap_ev": 10.7,
  "charge": 1,
  "lumo_ev": -3.18,
  "species": ["C", "C", "S", "N", "H", "H", "H", "H", "H", "H", "H", "H", "H", "H", "O", "H", "H", "O"],
  "positions_angstrom": [[0.810, -1.477, -0.409], [0.268, -2.813, 0.084], [-1.530, -3.021, -0.227], [-0.222, -0.394, -0.441], [1.677, -1.113, 0.141], [1.160, -1.585, -1.431], [0.747, -3.583, -0.518], [0.391, -3.005, 1.140], [-1.419, -3.153, -1.558], [-0.101, 0.261, -1.208], [-1.140, -0.894, -0.487], [-0.324, 0.228, 0.364], [1.694, 4.508, 2.725], [0.301, 4.260, 3.272], [0.812, 4.214, 2.456], [-1.550, 2.837, -0.812], [-0.806, 2.407, -2.031], [-0.768, 2.324, -1.061]],
  "nbo_charge": [-0.247, -0.540, 0.015, -0.703, 0.246, 0.227, 0.259, 0.253, 0.138, 0.458, 0.435, 0.450, 0.475, 0.471, -0.946, 0.497, 0.482, -0.971]
}

=====

Record 5
{
  "formula": "C12H34BCrNOP2Si",
  "method": "ωB97M-V with the def2-TZVPD basis set",
  "gap_ev": [4.6, 7.6],
  "charge": 1,
  "spin_multiplicity": 6,
  "lumo_ev": [-3.76, -4.07],
  "species": ["Cr", "H", "H", "P", "P", "C", "H", "H", "H", "C", "H", "H", "H", "C", "H", "H", "H", "C", "H", "H", "H", "C", "H", "H", "H", "C", "H", "H", "H", "C", "O", "H", "H", "H", "H", "B", "N", "H", "C", "Si", "C", "C", "C", "C", "H", "H", "H", "H", "H", "H", "H", "H", "H"],
  "positions_angstrom": [[-0.174, 0.084, -0.623], [2.980, -0.642, -0.633], [-1.611, -0.034, -1.258], [0.254, -2.124, -0.388], [0.090, 2.329, -0.116], [1.839, 2.506, 0.393], [2.126, 3.572, 0.394], [2.003, 2.074, 1.389], [2.454, 1.947, -0.324], [0.097, 3.314, -1.643], [-0.920, 3.585, -1.963], [0.686, 4.240, -1.492], [0.558, 2.720, -2.456], [-0.894, 3.161, 1.126], [-0.884, 2.584, 2.060], [-0.550, 4.177, 1.342], [-1.949, 3.215, 0.817], [1.313, -2.802, -1.669], [1.189, -3.897, -1.678], [1.072, -2.374, -2.651], [2.356, -2.558, -1.422], [1.226, -2.417, 1.119], [0.933, -1.719, 1.920], [1.039, -3.450, 1.465], [2.292, -2.240, 0.896], [-1.135, -3.265, -0.228], [-1.609, -3.395, -1.206], [-0.726, -4.214, 0.139], [-1.872, -2.869, 0.480], [-1.608, -0.176, 0.676], [-2.795, -0.417, 0.772], [-2.653, -1.091, -2.309], [-2.932, 0.483, -2.401], [-0.781, 1.057, -3.776], [-0.601, -1.107, -3.823], [-1.104, -0.061, -3.459], [-2.215, -0.203, -2.506], [2.997, -0.205, -1.201], [-1.497, 0.882, 5.555], [-0.077, 0.022, 4.668], [1.541, 0.891, 5.145], [0.029, -1.757, 5.382], [-0.273, 0.048, 2.803], [-0.507, 0.070, 1.545], [-1.547, 0.607, 6.629], [-2.462, 0.599, 5.089], [-1.397, 1.983, 5.498], [1.698, 0.886, 6.235], [2.395, 0.386, 4.676], [1.520, 1.935, 4.808], [-0.791, -2.375, 4.972], [0.995, -2.223, 5.118], [-0.058, -1.754, 6.487]],
  "lowdin_spin": [3.496, 0.004, 0.083, 0.060, 0.044, 0.010, 0.001, 0.001, 0.001, 0.025, 0.001, 0.002, 0.007, 0.001, 0.001, -0.001, 0.001, 0.022, 0.001, 0.004, 0.000, 0.015, 0.006, 0.001, 0.000, 0.009, 0.001, 0.000, 0.000, 0.027, 0.010, 0.006, 0.007, 0.022, 0.019, 0.132, 0.239, 0.005, 0.022, 0.084, 0.015, 0.003, 0.494, 0.113, 0.003, 0.001, 0.000, 0.002, 0.001, 0.000, 0.000, 0.000, 0.000]
}

=====

Record 6
{
  "formula": "C33H65Br8INO",
  "method": "ωB97M-V with the def2-TZVPD basis set",
  "gap_ev": [8.1, 9.2],
  "spin_multiplicity": 2,
  "lumo_ev": [0.40, 0.40],
  "species": ["C", "C", "C", "C", "C", "C", "C", "C", "C", "C", "C", "C", "C", "C", "C", "C", "C", "I", "C", "C", "C", "C", "N", "O", "C", "C", "C", "C", "H", "H", "H", "H", "H", "H", "H", "H", "H", "H", "H", "H", "H", "H", "H", "H", "H", "H", "H", "H", "H", "H", "H", "H", "H", "H", "H", "H", "H", "H", "H", "H", "H", "H", "H", "H", "H", "H", "H", "H", "H", "H", "H", "H", "H", "H", "H", "H", "H", "Br", "C", "C", "Br", "H", "H", "H", "H", "Br", "C", "C", "Br", "H", "H", "H", "H", "Br", "C", "C", "Br", "H", "H", "H", "H", "Br", "C", "C", "Br", "H", "H", "H", "H"],
  "positions_angstrom": [[4.504, -0.647, 4.434], [4.310, -2.158, 4.336], [4.168, -2.721, 2.921], [5.435, -2.753, 2.065], [6.070, -1.421, 1.632], [5.120, -0.372, 1.024], [5.507, 0.025, -0.404], [4.515, 0.971, -1.104], [3.967, 2.084, -0.214], [3.202, 3.174, -0.989], [1.941, 3.627, -0.259], [2.229, 4.154, 1.161], [1.648, 3.303, 2.295], [0.205, 3.647, 2.696], [-0.510, 2.520, 3.465], [-1.693, 1.792, 2.812], [-1.530, 0.936, 1.532], [-1.797, 2.321, -0.152], [-2.681, -0.074, 1.492], [-2.669, -1.156, 0.380], [-3.286, -2.466, 0.919], [-3.454, -0.723, -0.854], [-1.243, -1.403, -0.028], [-0.889, -1.028, -1.195], [-0.172, -1.234, 0.997], [-0.382, -2.157, 2.198], [1.156, -1.623, 0.342], [-0.156, 0.252, 1.407], [5.492, -0.328, 4.105], [4.380, -0.308, 5.463], [3.769, -0.119, 3.820], [3.402, -2.418, 4.890], [5.131, -2.673, 4.844], [3.364, -2.192, 2.409], [3.828, -3.757, 3.008], [5.225, -3.346, 1.169], [6.186, -3.319, 2.627], [6.616, -0.995, 2.476], [6.835, -1.655, 0.887], [4.091, -0.744, 1.020], [5.107, 0.518, 1.654], [6.503, 0.481, -0.392], [5.602, -0.894, -0.992], [4.997, 1.435, -1.970], [3.681, 0.386, -1.503], [4.793, 2.527, 0.351], [3.300, 1.646, 0.536], [2.931, 2.785, -1.977], [3.852, 4.039, -1.155], [1.416, 4.382, -0.850], [1.263, 2.771, -0.200], [1.862, 5.179, 1.268], [3.312, 4.216, 1.296], [1.728, 2.244, 2.038], [2.276, 3.437, 3.182], [-0.380, 3.969, 1.832], [0.260, 4.518, 3.354], [-0.938, 2.934, 4.382], [0.242, 1.804, 3.812], [-2.100, 1.118, 3.576], [-2.475, 2.529, 2.624], [-2.658, -0.574, 2.464], [-3.634, 0.457, 1.449], [-2.520, -3.206, 1.136], [-3.961, -2.901, 0.183], [-3.860, -2.294, 1.832], [-3.529, -1.548, -1.563], [-4.464, -0.440, -0.555], [-2.994, 0.114, -1.365], [-0.255, -3.196, 1.894], [-1.355, -2.066, 2.677], [0.379, -1.922, 2.945], [0.995, -2.444, -0.355], [1.599, -0.795, -0.211], [1.861, -1.957, 1.100], [0.356, 0.315, 2.370], [0.462, 0.794, 0.695], [2.085, -5.146, 1.231], [1.301, -6.052, 2.759], [0.163, -6.962, 2.367], [-1.398, -5.952, 1.808], [0.972, -5.272, 3.439], [2.101, -6.627, 3.220], [-0.148, -7.563, 3.219], [0.425, -7.609, 1.536], [-7.191, -1.126, -1.589], [-7.621, -0.114, -3.194], [-6.374, 0.295, -3.937], [-5.421, 1.722, -3.023], [-8.201, 0.746, -2.872], [-8.234, -0.770, -3.807], [-6.628, 0.689, -4.917], [-5.674, -0.529, -4.034], [1.395, 3.315, -5.788], [-0.214, 2.619, -4.946], [-0.021, 2.364, -3.477], [1.068, 0.799, -3.131], [-0.476, 1.712, -5.483], [-0.983, 3.373, -5.100], [-0.975, 2.149, -2.997], [0.461, 3.198, -2.973], [-9.339, 1.010, -6.232], [-8.983, 2.082, -7.813], [-7.611, 1.806, -8.374], [-6.205, 2.490, -7.223], [-9.095, 3.117, -7.506], [-9.751, 1.825, -8.538], [-7.493, 2.298, -9.336], [-7.428, 0.742, -8.483]],
  "lowdin_spin": [0.000, 0.000, 0.000, 0.000, 0.000, 0.000, 0.000, 0.000, 0.000, 0.000, 0.000, 0.000, 0.000, 0.000, 0.000, 0.000, 0.001, 0.004, 0.014, 0.024, 0.010, -0.002, 0.385, 0.516, 0.023, 0.002, -0.001, 0.017, 0.000, 0.000, 0.000, 0.000, 0.000, 0.000, 0.000, 0.000, 0.000, 0.000, 0.000, 0.000, 0.000, 0.000, 0.000, 0.000, 0.000, 0.000, 0.000, 0.000, 0.000, 0.000, 0.000, 0.000, 0.000, 0.000, 0.000, 0.000, 0.000, 0.000, 0.000, 0.000, 0.000, 0.000, 0.002, 0.001, 0.000, 0.000, 0.000, 0.000, 0.000, 0.001, 0.000, 0.000, 0.000, 0.000, 0.000, 0.002, 0.001, 0.000, 0.000, 0.000, 0.000, 0.000, 0.000, 0.000, 0.000, 0.000, 0.000, 0.000, 0.000, 0.000, 0.000, 0.000, 0.000, 0.000, 0.000, 0.000, 0.001, 0.000, 0.000, 0.000, 0.000, 0.000, 0.000, 0.000, 0.000, 0.000, 0.000, 0.000, 0.000]
}